Record 1
# C18H10AsF5N3PdS4

C18H10AsF5N3PdS4 as an isolated structure (ωB97M-V with the def2-TZVPD basis set, the OMol25 dataset).

Orbital gap: 0.2069 Ha
DFT total energy: -144548.574 eV
Molecular weight: 672.9 g/mol
LUMO energy: 0.780 eV
Relative energy (zero: lowest compared OMol25 entry of this formula, charge and spin): 1.837 eV
Total charge: -1

CARTESIAN COORDINATES (ANGSTROEM)
Pd 1.9778 -0.6279 -1.6087
N -6.7030 1.6312 3.5835
C -5.7445 1.3800 3.0010
C -4.5436 1.0652 2.2712
C -3.2981 1.3161 2.8419
C -2.1473 1.0167 2.1344
C -2.2267 0.4596 0.8615
C -3.4746 0.2064 0.3007
C -4.6314 0.5104 0.9967
C -0.9808 0.1346 0.1076
C -0.2280 1.2249 -0.3332
C -0.5798 2.5987 -0.2066
C 0.4245 3.3279 -0.7965
C 1.3625 2.3864 -1.2764
N 0.9850 1.1484 -1.0055
C -0.7046 -1.2238 -0.0618
C -1.4424 -2.3119 0.4829
C -0.7925 -3.4652 0.1101
C 0.3269 -3.0565 -0.6498
N 0.3798 -1.7389 -0.7570
H -3.2390 1.7434 3.8337
H -1.1739 1.2088 2.5667
H -3.5311 -0.2273 -0.6892
H -5.6025 0.3209 0.5601
H -1.4792 2.9757 0.2531
H 0.4963 4.3988 -0.8930
H 2.2875 2.5795 -1.7978
H -2.3375 -2.2284 1.0784
H -1.0645 -4.4821 0.3405
H 1.0782 -3.6780 -1.1129
S 6.2962 -1.7996 -2.9868
As 4.4366 -1.3610 -3.7852
S 2.7940 -2.4524 -2.6657
S 3.5049 0.4869 -2.8194
S 4.0499 -1.3371 -5.8187
F 3.1719 -2.0485 0.4491
C 2.8490 -0.7798 0.1941
F 1.9410 -0.4000 1.1157
C 4.1160 0.0837 0.4525
F 5.1460 -0.3024 -0.2657
F 3.8675 1.3749 0.2408
F 4.4334 -0.0581 1.7540

Record 2
# C29H23F6N5O10PdS5

C29H23F6N5O10PdS5 as an isolated structure (ωB97M-V with the def2-TZVPD basis set, the OMol25 dataset).

Orbital gap (alpha / beta): 0.3172 / 0.2476 Ha
DFT total energy: -132328.535 eV
Molecular weight: 982.3 g/mol
LUMO energy (alpha / beta): 0.107 / -2.380 eV
Multiplicity: 5
Relative energy (zero: lowest compared OMol25 entry of this formula, charge and spin): 0.750 eV
Expectation value of S²: 6.052

CARTESIAN COORDINATES (ANGSTROEM)
Pd -0.3953 0.0187 0.1990
O 4.2850 -2.6629 0.1751
S 3.5743 -1.4785 0.5295
O 4.1241 -0.1964 0.2536
O 2.1816 -1.4982 -0.2477
C 3.1417 -1.5950 2.2484
C 3.7573 -2.6531 2.9021
C 3.6640 -2.7858 4.2787
C 2.9684 -1.8443 5.0119
C 2.3278 -0.8003 4.3614
C 2.3883 -0.6694 2.9806
S 1.2631 0.5824 2.3725
O 1.3346 1.6678 3.3014
O -0.0641 -0.1159 2.3589
O 1.5542 0.8981 0.9636
H 4.3091 -3.3742 2.3174
H 4.1449 -3.6232 4.7655
H 2.9040 -1.9208 6.0890
H 1.7564 -0.0771 4.9259
C -4.6945 2.0703 -0.9945
N -3.5533 1.8824 -1.8766
C -3.2041 2.7271 -2.9150
C -2.1153 2.2025 -3.5101
N -1.8236 1.0277 -2.8455
C -2.6934 0.8453 -1.8248
S -2.6807 -0.4533 -0.7279
C -0.7042 0.1649 -3.1233
C -0.8849 -0.9929 -3.8504
C 0.2438 -1.7597 -4.0995
C 1.4714 -1.3264 -3.6275
C 1.5281 -0.1570 -2.8865
N 0.4470 0.5818 -2.6277
H -5.6196 1.9004 -1.5434
H -4.6800 3.0806 -0.5925
H -4.6149 1.3560 -0.1788
H -3.7631 3.6195 -3.1304
H -1.5239 2.5435 -4.3402
H -1.8700 -1.2870 -4.1834
H 0.1612 -2.6929 -4.6397
H 2.3675 -1.9084 -3.7864
H 2.4582 0.1938 -2.4572
F -1.8482 -6.3759 -2.1629
C -1.3015 -5.1984 -1.9371
F -1.7097 -4.3135 -2.8379
F -1.5696 -4.7798 -0.7162
S 1.0963 -2.7874 -0.2498
O -0.0348 -2.0329 -0.7701
O 1.0365 -3.2337 1.0996
N 1.5643 -3.7557 -1.3383
S 2.3193 -5.1542 -1.1239
O 2.7385 -5.4098 0.2156
O 1.6131 -6.1511 -1.8664
C 3.8901 -4.8631 -2.1167
F 4.9521 -5.1192 -1.3669
F 3.9071 -5.6809 -3.1690
F 3.9737 -3.6115 -2.5742
C -4.7045 2.5160 2.9985
C -4.1702 3.6175 2.3382
C -2.9874 3.5025 1.6362
C -2.3039 2.2665 1.5756
C -2.8696 1.1570 2.2362
C -4.0460 1.2906 2.9430
N -1.1649 2.1010 0.8316
C -0.3359 3.1886 0.6020
C 0.3393 3.2801 -0.6212
C 1.1916 4.3378 -0.8662
C 1.4236 5.2942 0.1161
C 0.8005 5.1812 1.3530
C -0.0763 4.1432 1.6004
H -5.6305 2.6105 3.5501
H -4.6858 4.5688 2.3641
H -2.5995 4.3506 1.0894
H -2.3482 0.2128 2.2168
H -4.4554 0.4323 3.4589
H 0.2037 2.5070 -1.3649
H 1.7017 4.4015 -1.8186
H 2.1119 6.1080 -0.0701
H 1.0183 5.8934 2.1377
H -0.5110 4.0160 2.5820

Record 3
# CH6SSi

One molecule with the formula CH6SSi (ωB97M-V with the def2-TZVPD basis set, the OMol25 dataset).

Orbital gap: 0.3618 Ha
DFT total energy: -19846.587 eV
Molecular weight: 78.2 g/mol
LUMO energy: 0.687 eV
SMILES string: C[SiH2]S
Relative energy (zero: lowest compared OMol25 entry of this formula, charge and spin): 0.763 eV

CARTESIAN COORDINATES (ANGSTROEM)
C 0.9614 0.4101 0.2042
Si -0.3488 -0.9434 0.1627
S -2.3486 0.2998 0.1851
H 0.7222 1.2457 -0.6154
H 1.2097 1.0275 1.1529
H 2.0573 0.0493 -0.0433
H -0.2277 -2.2180 0.8489
H -0.3549 -1.1870 -1.3372
H -1.6705 1.3159 -0.5579

Record 4
# C39H69Br22Cl2FINO3P

A 12-piece molecular cluster, C39H69Br22Cl2FINO3P overall (ωB97M-V with the def2-TZVPD basis set, the OMol25 dataset).

Orbital gap: 0.2332 Ha
DFT total energy: -1635276.064 eV
Molecular weight: 2605.7 g/mol
LUMO energy: 1.480 eV
Total charge: -1

CARTESIAN COORDINATES (ANGSTROEM)
C 0.6413 4.7981 2.9075
C -0.0298 3.3654 3.1633
C 0.1392 2.5376 1.8376
P -0.7059 0.8140 1.6793
C -0.2865 0.9433 -0.2273
C 1.0953 1.4648 -0.7240
C 0.9530 2.8679 -1.4845
I 2.8390 3.9436 -1.4557
C -1.1323 0.6875 3.5102
O -0.0744 0.4447 4.4606
O -0.4454 0.9101 5.7069
C -2.3882 1.7876 1.4643
C -3.6551 1.3560 2.2371
O -4.4237 2.2157 2.5805
F -4.1164 0.0941 2.5636
C -1.6853 -0.7889 1.1982
Cl -2.9295 -0.8471 -0.1557
C -1.6288 -2.0187 1.7942
C -2.5081 -3.2363 1.3447
Cl -0.5830 -2.4442 3.1978
C 0.9855 -0.1193 1.7880
C 2.1264 0.2856 2.6339
C 3.3532 -0.4744 2.5782
C 3.5247 -1.6152 1.6811
N 2.4965 -1.9895 0.8892
C 1.3636 -1.2780 0.9522
H 1.7433 4.6148 2.8343
H 0.2621 5.2695 1.9712
H 0.4087 5.4275 3.8100
H 0.5002 2.9542 4.0552
H -1.1012 3.6023 3.4137
H 1.2524 2.5625 1.7377
H -0.2257 3.2030 1.0027
H -1.0160 1.6064 -0.7862
H -0.4187 -0.0511 -0.7408
H 1.4733 0.7916 -1.5495
H 1.9638 1.5768 -0.0481
H 0.0779 3.4599 -1.1366
H 0.7622 2.6467 -2.5688
H -1.8933 -0.1371 3.7142
H -1.6974 1.5497 3.9749
H -1.1030 0.2661 6.0380
H -2.2810 2.8825 1.6887
H -2.7609 1.8295 0.4013
H -3.5829 -2.9067 1.3965
H -2.2672 -3.5739 0.3145
H -2.4141 -4.0889 2.0549
H 1.9905 1.1716 3.2893
H 4.2321 -0.1538 3.2798
H 4.4966 -2.1847 1.6312
H 0.5829 -1.6503 0.2414
Br -2.9655 -5.9826 -0.9434
C -4.8640 -5.6896 -1.2526
C -5.1020 -4.9470 -2.5406
Br -4.7226 -3.0408 -2.3664
H -5.2527 -5.1709 -0.3788
H -5.2986 -6.6882 -1.3011
H -6.1544 -4.9967 -2.8211
H -4.4936 -5.3165 -3.3630
Br 7.9697 1.7805 4.4359
C 6.6845 3.2422 4.5730
C 5.3168 2.7331 4.9431
Br 4.4262 1.9131 3.4128
H 6.7016 3.7693 3.6222
H 7.0787 3.8944 5.3524
H 4.6690 3.5573 5.2431
H 5.3363 1.9874 5.7348
Br -1.4643 6.8686 -0.6886
C -0.1616 8.2326 -1.1769
C 1.1907 7.9071 -0.6054
Br 1.2694 8.3098 1.2991
H -0.5568 9.1875 -0.8366
H -0.1333 8.2232 -2.2655
H 1.9656 8.5258 -1.0570
H 1.4490 6.8592 -0.7263
Br -4.5714 4.1865 -3.5410
C -5.8574 5.0082 -2.3290
C -5.1889 5.5001 -1.0716
Br -4.7894 4.0327 0.1437
H -6.6330 4.2694 -2.1416
H -6.2824 5.8412 -2.8894
H -5.8575 6.1559 -0.5137
H -4.2523 6.0205 -1.2606
Br -3.2200 7.0519 -6.8725
C -2.9403 7.6124 -5.0279
C -1.8204 8.6161 -4.9255
Br -0.0798 7.7523 -5.0640
H -2.7646 6.7104 -4.4453
H -3.8852 8.0597 -4.7206
H -1.8234 9.0942 -3.9455
H -1.8574 9.3815 -5.6972
Br -4.6267 -6.2929 -6.2344
C -4.7619 -8.2301 -6.3832
C -5.0131 -8.8687 -5.0422
Br -3.3839 -8.9358 -3.9776
H -3.8460 -8.5763 -6.8567
H -5.6019 -8.4036 -7.0553
H -5.3164 -9.9084 -5.1633
H -5.7603 -8.3449 -4.4502
Br -3.2849 1.9449 7.6717
C -4.5570 0.4716 7.6225
C -3.8505 -0.8575 7.5578
Br -3.1709 -1.2091 5.7670
H -5.2151 0.6485 6.7747
H -5.1287 0.5579 8.5465
H -4.5453 -1.6718 7.7635
H -3.0053 -0.9288 8.2387
Br 6.3519 -3.1354 -1.1919
C 7.8410 -1.9956 -0.6658
C 8.1159 -2.1057 0.8109
Br 6.8094 -1.1054 1.8484
H 7.5942 -0.9846 -0.9816
H 8.6930 -2.3551 -1.2429
H 9.0786 -1.6571 1.0567
H 8.0958 -3.1291 1.1772
Br -1.9184 -0.0037 -3.8556
C -1.0247 -1.3080 -4.9898
C -0.9051 -2.6421 -4.2999
Br 0.5167 -2.6333 -2.9687
H -0.0642 -0.8802 -5.2682
H -1.6518 -1.3909 -5.8774
H -0.6211 -3.4164 -5.0136
H -1.8166 -2.9437 -3.7866
Br -0.8524 -5.9814 -7.2803
C 1.0327 -6.3794 -7.5699
C 1.8576 -6.0439 -6.3540
Br 2.1496 -4.1253 -6.2082
H 1.3390 -5.8331 -8.4587
H 1.0683 -7.4490 -7.7752
H 2.8537 -6.4782 -6.4351
H 1.4010 -6.3679 -5.4213
Br 5.5460 -5.5914 3.1191
C 7.4348 -5.9711 2.8423
C 8.2572 -5.5713 4.0409
Br 8.5176 -3.6426 4.1068
H 7.7299 -5.4580 1.9296
H 7.4883 -7.0477 2.6828
H 9.2604 -5.9925 3.9755
H 7.8075 -5.8634 4.9869

Record 5
# C38H46Br6N4O17

C38H46Br6N4O17 as an isolated structure (ωB97M-V with the def2-TZVPD basis set, the OMol25 dataset).

Orbital gap: 0.3293 Ha
DFT total energy: -501162.456 eV
Molecular weight: 1310.2 g/mol
LUMO energy: -0.948 eV
Relative energy (zero: lowest compared OMol25 entry of this formula, charge and spin): 0.000 eV

CARTESIAN COORDINATES (ANGSTROEM)
C 9.3845 -18.1818 24.2820
C 9.8568 -17.3850 23.2519
C 8.9729 -16.8274 22.3408
C 7.6134 -17.0628 22.4613
C 7.1371 -17.8559 23.5056
C 8.0261 -18.4410 24.3880
N 6.6807 -16.4566 21.5368
O 5.5028 -16.7613 21.6072
O 7.1031 -15.5894 20.7962
H 10.0679 -18.6488 24.9800
H 10.8895 -17.0667 23.2285
H 9.4805 -16.2411 21.5870
H 6.0698 -18.0276 23.5432
H 7.6065 -19.1251 25.1132
C 0.1101 -8.6449 30.3716
C 0.0157 -10.0232 30.4726
C -1.2543 -10.6111 30.4856
C -2.3795 -9.7763 30.3638
C -2.2356 -8.4175 30.1797
C -0.9737 -7.8283 30.2178
N -3.6964 -10.3952 30.2635
O -3.7731 -11.5975 30.3451
O -4.6622 -9.6726 30.0846
H 1.0974 -8.2197 30.5006
H 0.8647 -10.6697 30.6395
H -1.3951 -11.6750 30.6142
H -3.0830 -7.7627 30.0243
H -0.8961 -6.7555 30.1164
C -4.9923 -9.7332 25.5501
C -3.8484 -10.1468 24.8524
C -3.0758 -11.1543 25.4117
C -3.3979 -11.6591 26.6752
C -4.4846 -11.1345 27.3547
C -5.3439 -10.1898 26.8056
N -2.5792 -12.6802 27.2499
O -1.5817 -13.0176 26.6088
O -2.8559 -13.1594 28.3350
H -5.6327 -8.9778 25.1012
H -3.6802 -9.6841 23.8930
H -2.1770 -11.3107 24.8292
H -4.7275 -11.4911 28.3505
H -6.1721 -9.8588 27.4107
C -0.3383 -14.6999 30.4158
C -1.3804 -14.7295 31.3184
C -1.1363 -15.0199 32.6495
C 0.1514 -15.3458 33.0827
C 1.2215 -15.2401 32.2008
C 0.9342 -15.0653 30.8662
N 0.3347 -15.8974 34.4282
O 1.4444 -16.2787 34.7144
O -0.6294 -15.9317 35.1592
H -0.4627 -14.4668 29.3664
H -2.3639 -14.4085 30.9981
H -1.9332 -15.0695 33.3784
H 2.2341 -15.4953 32.4792
H 1.7471 -15.1976 30.1613
C 3.9109 -16.0849 34.2281
C 5.0921 -15.4496 33.5142
O 4.5183 -14.5296 32.5344
C 5.3747 -13.7938 31.8430
O 6.5171 -13.5419 32.1641
O 4.7675 -13.3172 30.7656
C 5.5324 -12.6357 29.7827
H 3.2536 -15.2817 34.5542
H 4.2242 -16.7177 35.0562
H 3.3510 -16.7487 33.5676
H 5.7084 -16.0756 32.8701
H 5.7235 -14.9043 34.2124
H 6.1011 -13.3503 29.1826
H 6.2443 -11.9387 30.2209
H 4.8423 -12.1858 29.0783
C 3.1075 -19.2688 24.2969
C 2.7789 -18.0312 23.5063
O 2.0321 -18.2971 22.3217
C 0.7082 -18.4112 22.3536
O 0.1113 -18.8347 21.4152
O 0.1935 -17.9980 23.4993
C -1.2225 -18.0085 23.6279
H 2.2430 -19.6976 24.8078
H 3.8361 -19.0779 25.0879
H 3.5346 -20.0509 23.6662
H 3.6871 -17.5156 23.1944
H 2.2594 -17.2833 24.1088
H -1.7017 -18.9859 23.6030
H -1.6068 -17.3284 22.8675
H -1.4475 -17.6018 24.6133
C 1.4960 -12.0092 27.2743
C 2.3436 -13.1610 27.7252
O 2.6869 -13.9913 26.6106
C 3.9682 -14.0392 26.2894
O 4.8897 -13.4560 26.8120
O 4.1225 -14.9038 25.3062
C 5.3407 -15.0041 24.5903
H 1.0607 -11.3525 28.0277
H 0.6968 -12.3746 26.6279
H 2.0588 -11.2739 26.6860
H 1.7827 -13.7728 28.4370
H 3.2439 -12.8997 28.2778
H 6.1579 -15.3711 25.2065
H 5.6028 -14.1345 23.9855
H 5.0861 -15.7426 23.8245
C 0.7766 -7.8371 26.6296
Br 1.3642 -7.3503 24.8220
Br 2.2675 -8.1157 27.8730
Br -0.5257 -9.2650 26.7042
H 0.2389 -6.9645 26.9706
C 9.6467 -14.2229 26.4983
Br 9.5972 -14.2559 24.5531
Br 8.0359 -15.0300 27.2464
Br 9.8792 -12.4234 27.2659
H 10.4861 -14.7770 26.8914